Formula: C53H136F6InO23S2
Source: the OMol25 dataset
Level of theory: ωB97M-V with the def2-TZVPD basis set

Frontier orbital gap: 7.78 eV
Electronic energy: -5416.89664 Ha

Geometry as ORCA input:
```
! wB97M-V def2-TZVPD RIJCOSX def2/J DEFGRID3
* xyz 1 1
In -2.398 -1.366 -2.631
C -1.469 -0.193 0.919
F -1.544 0.639 1.954
F -0.667 -1.269 1.123
F -2.681 -0.571 0.747
S -0.845 0.789 -0.554
O -1.231 -0.138 -1.667
O -1.523 2.054 -0.673
O 0.583 0.974 -0.543
C -4.690 -4.256 -0.624
F -3.755 -5.192 -0.656
F -5.915 -4.631 -0.256
F -4.257 -3.363 0.244
S -5.069 -3.720 -2.284
O -3.762 -3.148 -2.817
O -5.579 -4.913 -2.900
O -5.995 -2.648 -1.946
C 0.076 -1.837 -6.291
C 0.130 -1.662 -4.783
C 0.561 -0.388 -4.194
O -1.267 -1.783 -4.449
H 0.728 -1.160 -6.886
H -0.938 -1.744 -6.726
H 0.458 -2.815 -6.571
H 0.753 -2.514 -4.406
H 1.504 -0.136 -4.686
H 0.601 -0.419 -3.120
H -0.196 0.325 -4.530
H -1.497 -2.689 -4.712
C 1.381 4.359 -4.809
C 0.729 3.805 -6.014
C 1.164 4.517 -7.232
O 0.966 2.434 -6.073
H 2.491 4.278 -4.893
H 0.987 3.841 -3.887
H 1.172 5.389 -4.689
H -0.328 3.889 -5.852
H 0.973 5.549 -7.099
H 0.620 4.192 -8.125
H 2.259 4.453 -7.451
H 1.893 2.271 -6.402
C -0.891 -3.722 4.582
C 0.318 -3.236 5.315
C 1.457 -2.794 4.443
O -0.228 -2.156 6.093
H -0.658 -4.550 3.922
H -1.367 -2.910 4.042
H -1.665 -3.987 5.282
H 0.598 -4.071 6.042
H 1.134 -1.998 3.747
H 1.835 -3.652 3.900
H 2.299 -2.369 5.021
H 0.408 -1.708 6.636
C -3.317 6.272 -2.140
C -3.372 4.954 -2.805
C -2.380 4.852 -4.023
O -3.311 3.810 -1.984
H -2.350 6.340 -1.630
H -4.079 6.336 -1.375
H -3.438 7.141 -2.765
H -4.385 4.926 -3.186
H -2.387 3.903 -4.638
H -1.345 4.916 -3.650
H -2.525 5.729 -4.665
H -2.365 3.647 -1.800
C -2.290 -0.047 7.353
C -1.858 1.175 6.617
C -1.539 2.309 7.518
O -0.651 0.953 5.836
H -1.457 -0.364 7.981
H -2.668 -0.867 6.762
H -3.067 0.238 8.075
H -2.574 1.401 5.817
H -1.282 3.217 6.960
H -0.761 2.015 8.229
H -2.436 2.564 8.148
H -0.647 0.031 5.543
C 1.823 1.381 2.911
C 2.319 1.790 4.264
C 3.624 2.575 4.167
O 1.384 2.663 4.894
H 2.665 0.910 2.396
H 1.568 2.208 2.256
H 0.969 0.699 2.949
H 2.456 0.986 5.006
H 3.914 3.104 5.087
H 3.645 3.358 3.434
H 4.470 1.887 3.868
H 0.712 2.049 5.236
C -6.484 -0.402 3.825
C -5.334 -0.523 4.777
C -4.195 -1.136 4.001
O -4.874 0.745 5.245
H -6.308 0.438 3.172
H -7.450 -0.312 4.357
H -6.597 -1.366 3.281
H -5.508 -1.263 5.571
H -4.091 -0.718 3.000
H -4.288 -2.226 3.877
H -3.252 -0.851 4.426
H -5.564 1.382 5.446
C -5.991 0.552 -2.405
C -4.766 0.787 -1.498
C -5.051 1.172 -0.118
O -4.146 -0.572 -1.506
H -6.245 1.448 -2.999
H -6.882 0.317 -1.831
H -5.853 -0.301 -3.026
H -4.025 1.482 -1.864
H -4.141 1.349 0.426
H -5.662 0.484 0.456
H -5.618 2.077 -0.221
H -4.879 -1.269 -1.694
C -1.241 -5.416 -2.960
C -1.288 -4.367 -1.921
C -0.357 -4.576 -0.751
O -0.881 -3.033 -2.494
H -0.245 -5.881 -3.140
H -1.606 -5.008 -3.881
H -1.994 -6.183 -2.782
H -2.301 -4.263 -1.569
H -0.672 -5.434 -0.145
H -0.377 -3.665 -0.148
H 0.679 -4.721 -1.048
H -0.072 -2.732 -1.956
C 5.409 3.075 -0.754
C 3.978 2.679 -0.534
C 3.236 2.777 -1.863
O 3.978 1.355 0.084
H 6.019 3.081 0.174
H 5.424 4.130 -1.047
H 5.999 2.502 -1.507
H 3.447 3.314 0.115
H 3.166 3.824 -2.145
H 2.233 2.405 -1.955
H 3.840 2.303 -2.674
H 3.145 1.162 0.503
C 6.645 -0.552 2.051
C 6.053 -1.916 2.293
C 4.679 -1.769 2.994
O 5.934 -2.634 1.051
H 7.689 -0.604 1.663
H 6.604 0.051 2.948
H 6.060 0.024 1.354
H 6.695 -2.540 2.913
H 4.014 -1.214 2.334
H 4.621 -1.207 3.908
H 4.196 -2.746 3.132
H 5.566 -2.017 0.419
C -1.511 3.604 3.799
C -2.946 4.042 3.540
C -3.574 3.130 2.482
O -3.695 4.168 4.737
H -0.961 4.240 4.532
H -0.926 3.761 2.893
H -1.316 2.596 4.060
H -2.948 5.069 3.186
H -3.892 2.130 2.841
H -2.817 2.950 1.704
H -4.474 3.474 1.995
H -3.640 3.341 5.214
C 2.068 -6.319 2.798
C 2.640 -7.685 2.324
C 3.264 -7.573 0.978
O 3.579 -8.148 3.314
H 1.929 -6.312 3.867
H 1.131 -6.067 2.244
H 2.766 -5.462 2.556
H 1.823 -8.391 2.215
H 4.061 -6.829 1.000
H 2.581 -7.184 0.240
H 3.615 -8.547 0.631
H 4.432 -7.668 3.213
C 2.569 -2.928 0.328
C 2.729 -2.772 -1.161
C 3.154 -3.988 -1.905
O 1.456 -2.275 -1.736
H 1.891 -3.732 0.627
H 2.242 -2.022 0.738
H 3.510 -3.130 0.803
H 3.461 -1.981 -1.288
H 2.720 -4.051 -2.884
H 2.895 -4.869 -1.309
H 4.217 -4.003 -2.028
H 1.282 -1.410 -1.340
C -4.648 0.751 -6.460
C -4.298 -0.371 -5.536
C -3.822 -1.603 -6.301
O -3.255 0.050 -4.477
H -5.369 1.435 -6.000
H -5.136 0.311 -7.359
H -3.746 1.278 -6.765
H -5.078 -0.635 -4.822
H -3.697 -2.488 -5.691
H -2.949 -1.340 -6.927
H -4.622 -1.960 -6.931
H -3.413 0.961 -4.202
C 7.099 -2.101 -1.785
C 6.583 -0.661 -1.829
C 6.329 -0.194 -3.262
O 5.328 -0.707 -1.089
H 7.543 -2.400 -0.811
H 7.893 -2.229 -2.557
H 6.302 -2.782 -1.999
H 7.241 0.081 -1.395
H 7.265 -0.180 -3.852
H 5.896 0.805 -3.260
H 5.687 -0.876 -3.865
H 5.009 0.146 -0.753
C 2.342 6.748 0.438
C 1.148 5.920 0.924
C 0.468 5.259 -0.281
O 1.591 4.917 1.887
H 3.097 6.081 -0.013
H 2.889 7.300 1.193
H 1.995 7.517 -0.238
H 0.400 6.539 1.408
H -0.394 4.599 -0.049
H 1.224 4.670 -0.849
H 0.121 6.023 -0.988
H 1.862 5.369 2.706
*
```

---

Formula: C36H65N2O10
Source: the OMol25 dataset
Level of theory: ωB97M-V with the def2-TZVPD basis set

Frontier orbital gap: 7.09 eV
Relative energy (zero: lowest compared OMol25 entry of this formula, charge and spin): 5.6 kcal per mole
Electronic energy: -2272.26443 Ha

Geometry as ORCA input:
```
! wB97M-V def2-TZVPD RIJCOSX def2/J DEFGRID3
* xyz 1 1
C 0.521 4.126 -3.185
C -0.948 3.778 -3.253
O -1.245 2.364 -3.185
C -0.371 1.482 -3.699
C -0.329 1.266 -5.098
C -1.313 1.891 -6.042
C -2.576 1.017 -6.176
O -3.728 1.833 -6.019
C -4.708 1.290 -5.205
C -4.849 2.001 -3.899
O -5.355 0.353 -5.563
C 0.606 0.375 -5.563
N 1.424 -0.267 -4.700
C 1.366 -0.132 -3.360
C 2.326 -0.940 -2.525
C 3.456 -1.679 -3.256
C 4.720 -0.833 -3.416
N 5.486 -0.639 -2.182
C 0.419 0.737 -2.819
C 0.209 0.830 -1.338
C -1.015 -0.003 -0.870
C -0.775 -0.540 0.534
O -2.222 0.702 -1.086
C -2.998 1.133 0.021
C -2.402 2.257 0.829
C -1.729 3.318 0.221
C -1.228 4.366 0.986
C -1.408 4.372 2.366
C -2.089 3.323 2.977
C -2.571 2.267 2.212
H 1.034 3.942 -4.128
H 0.611 5.188 -2.966
H 1.039 3.576 -2.398
H -1.391 4.205 -4.152
H -1.482 4.216 -2.414
H -0.837 2.031 -7.010
H -1.652 2.851 -5.678
H -2.570 0.227 -5.421
H -2.603 0.522 -7.146
H -5.505 1.427 -3.253
H -5.259 2.996 -4.068
H -3.877 2.119 -3.418
H 0.719 0.155 -6.613
H 2.109 -0.897 -5.090
H 2.795 -0.240 -1.831
H 1.758 -1.639 -1.911
H 3.717 -2.552 -2.657
H 3.157 -2.097 -4.219
H 5.363 -1.325 -4.147
H 4.481 0.149 -3.829
H 5.232 0.234 -1.738
H 5.288 -1.373 -1.512
H 1.072 0.432 -0.813
H 0.084 1.873 -1.061
H -1.051 -0.875 -1.535
H -1.634 -1.109 0.883
H 0.065 -1.231 0.507
H -0.588 0.249 1.258
H -3.934 1.481 -0.418
H -3.269 0.306 0.678
H -1.609 3.325 -0.856
H -0.705 5.182 0.508
H -1.027 5.196 2.953
H -2.239 3.327 4.048
H -3.099 1.437 2.667
C -5.766 1.094 3.613
O -5.199 -0.008 2.925
C -5.042 -1.167 3.737
C -6.126 -2.185 3.474
O -7.397 -1.720 3.896
C -8.228 -1.286 2.837
H -5.950 1.873 2.875
H -6.706 0.827 4.101
H -5.065 1.480 4.363
H -5.042 -0.892 4.796
H -4.070 -1.611 3.508
H -5.900 -3.093 4.041
H -6.145 -2.443 2.411
H -8.537 -2.129 2.210
H -7.729 -0.539 2.213
H -9.115 -0.841 3.284
C 9.049 -2.294 1.039
O 9.280 -2.563 -0.330
C 8.771 -1.568 -1.202
C 9.861 -0.655 -1.712
O 10.401 0.145 -0.674
C 11.661 -0.301 -0.207
H 9.584 -3.048 1.612
H 9.414 -1.303 1.322
H 7.982 -2.364 1.279
H 7.998 -0.976 -0.703
H 8.307 -2.077 -2.052
H 9.436 0.018 -2.463
H 10.647 -1.247 -2.190
H 12.433 -0.162 -0.970
H 11.633 -1.353 0.086
H 11.916 0.304 0.661
C -3.539 -3.911 5.994
O -2.811 -2.837 5.423
C -2.309 -1.921 6.384
C -0.831 -2.119 6.629
O -0.567 -3.357 7.263
C -0.070 -4.354 6.393
H -3.764 -4.613 5.192
H -2.960 -4.424 6.765
H -4.481 -3.559 6.428
H -2.856 -2.015 7.326
H -2.473 -0.909 5.996
H -0.470 -1.323 7.288
H -0.286 -2.049 5.681
H 0.940 -4.104 6.047
H -0.721 -4.494 5.526
H -0.025 -5.282 6.958
*
```

---

Formula: C30H27BF6O2S
Source: the OMol25 dataset
Level of theory: ωB97M-V with the def2-TZVPD basis set

Frontier orbital gap: 7.58 eV
Relative energy (zero: lowest compared OMol25 entry of this formula, charge and spin): 0.0 kcal per mole
Electronic energy: -2332.17000 Ha

Geometry as ORCA input:
```
! wB97M-V def2-TZVPD RIJCOSX def2/J DEFGRID3
* xyz 0 1
C 4.161 -3.159 1.618
C 3.273 -2.141 1.009
C 3.580 -1.404 -0.117
C 2.535 -0.554 -0.578
C 1.404 -0.576 0.244
B 3.158 3.125 3.136
C 0.041 -0.250 -0.146
C -1.085 -0.785 0.533
C -2.376 -0.427 0.158
C -3.535 -0.948 0.975
F -4.631 -0.118 0.934
F -3.965 -2.191 0.625
F -3.193 -1.035 2.310
C -2.596 0.439 -0.913
C -1.494 0.940 -1.591
C -1.679 2.033 -2.627
F -1.327 3.256 -2.068
F -0.869 1.861 -3.719
F -2.953 2.181 -3.086
C -0.198 0.559 -1.280
O 3.114 3.038 4.527
C 4.093 2.008 4.857
C 4.790 1.655 3.521
O 4.283 2.580 2.529
S 1.724 -1.645 1.612
H 4.625 -3.771 0.829
H 5.007 -2.692 2.146
H 3.631 -3.827 2.306
H 4.551 -1.520 -0.579
H 2.606 0.010 -1.497
H -0.965 -1.528 1.330
H -3.599 0.757 -1.188
H 0.631 0.874 -1.912
H 4.821 2.407 5.574
H 3.576 1.144 5.315
H 5.878 1.750 3.603
H 4.564 0.625 3.196
C 2.539 7.240 -2.145
C 2.401 6.220 -1.049
C 3.483 5.782 -0.272
C 3.326 4.771 0.683
C 2.056 4.216 0.960
C 1.848 3.334 2.190
C 0.634 2.474 2.319
C 0.255 2.023 3.608
C -1.095 1.843 3.907
C -2.089 2.138 2.967
C -3.546 2.137 3.310
C -1.692 2.448 1.667
C -0.348 2.462 1.322
C 0.961 4.803 0.301
C 1.135 5.702 -0.753
H 1.568 7.409 -2.624
H 2.902 8.200 -1.765
H 3.245 6.944 -2.930
H 4.452 6.255 -0.404
H 4.216 4.445 1.225
H 1.635 4.136 2.976
H 1.002 1.918 4.393
H -1.415 1.565 4.913
H -4.060 1.333 2.771
H -3.699 1.983 4.381
H -4.042 3.073 3.024
H -2.445 2.691 0.918
H -0.039 2.557 0.279
H -0.063 4.608 0.627
H 0.268 6.033 -1.323
*
```

---

Formula: C10H5F2IO
Source: the OMol25 dataset
Level of theory: ωB97M-V with the def2-TZVPD basis set

Frontier orbital gap: 8.09 eV
Relative energy (zero: lowest compared OMol25 entry of this formula, charge and spin): 23.7 kcal per mole
Electronic energy: -956.57983 Ha

Geometry as ORCA input:
```
! wB97M-V def2-TZVPD RIJCOSX def2/J DEFGRID3
* xyz 0 1
C -0.124 -1.043 0.277
C -0.581 -1.673 1.231
C 1.324 1.531 -2.546
C 2.267 0.659 -1.883
C -0.025 1.577 -2.262
C 1.854 -0.187 -0.875
C -0.441 0.680 -1.271
C 0.495 -0.136 -0.598
C -1.125 -2.183 2.348
C -1.673 -0.498 3.023
O -1.325 -3.204 2.917
F -0.932 0.558 2.575
F -1.482 -0.589 4.346
I -3.747 -0.327 2.669
H 1.705 2.213 -3.397
H 3.316 0.565 -2.076
H -0.538 2.214 -2.888
H 2.494 -0.861 -0.467
H -1.463 0.705 -1.123
*
```

---

Formula: C2H2N4OS
Source: the OMol25 dataset
Level of theory: ωB97M-V with the def2-TZVPD basis set

Frontier orbital gap: 8.33 eV
Relative energy (zero: lowest compared OMol25 entry of this formula, charge and spin): 53.8 kcal per mole
Electronic energy: -769.73729 Ha

Geometry as ORCA input:
```
! wB97M-V def2-TZVPD RIJCOSX def2/J DEFGRID3
* xyz 0 1
C -1.319 -1.182 0.041
C 0.804 -0.410 -0.001
H 1.822 1.646 0.276
H -1.941 -2.046 0.115
N 0.243 0.875 -0.084
N -1.040 1.070 -0.196
N -1.906 0.056 -0.207
N -0.060 -1.425 0.105
O 0.952 2.001 0.105
S 2.445 -0.585 -0.156
*
```

---

Formula: C4H7BiLiO2
Source: the OMol25 dataset
Level of theory: ωB97M-V with the def2-TZVPD basis set

Frontier orbital gap (alpha / beta): 6.60 / 3.99 eV
Relative energy (zero: lowest compared OMol25 entry of this formula, charge and spin): 0.0 kcal per mole
Electronic energy: -528.52247 Ha

Geometry as ORCA input:
```
! wB97M-V def2-TZVPD RIJCOSX def2/J DEFGRID3
* xyz 2 2
H -2.656 0.678 0.807
C 1.942 0.082 -0.138
C 0.602 -0.535 -0.068
C -0.460 0.481 0.382
C -1.871 -0.107 0.307
O -2.346 -0.232 -0.950
O 2.973 -0.498 0.189
Bi 5.036 -0.209 0.313
Li -3.651 0.375 -1.907
H 2.001 1.130 -0.491
H 0.358 -0.864 -1.094
H 0.632 -1.414 0.587
H -0.415 1.388 -0.240
H -0.268 0.788 1.422
H -1.875 -1.063 0.879
*
```